{
  "formula": "C7H14",
  "method": "ωB97M-V/def2-TZVPD",
  "species": ["C", "C", "C", "C", "C", "C", "C", "H", "H", "H", "H", "H", "H", "H", "H", "H", "H", "H", "H", "H", "H"],
  "xyz": [[-1.3507, -1.9720, 0.8810], [0.3684, 1.3316, -0.1297], [-0.1303, 1.5476, -1.5621], [-0.7173, 0.5684, 0.6916], [-0.0770, -1.9085, 0.0887], [1.7633, 0.6702, -0.1591], [-0.3790, -0.8492, 1.1117], [-0.9722, 1.1396, 1.5940], [0.6297, 2.0252, -2.1905], [0.7111, -2.6226, 0.3136], [-1.4487, -2.7444, 1.6377], [-2.2748, -1.7310, 0.3611], [1.9349, 0.1473, -1.1077], [0.4842, 2.3214, 0.3300], [-0.3780, 0.5810, -2.0191], [0.2012, -0.9216, 2.0310], [-1.0342, 2.1673, -1.5862], [1.8964, -0.0675, 0.6338], [-0.1409, -1.6418, -0.9638], [2.5567, 1.4163, -0.0552], [-1.6427, 0.5427, 0.0993]],
  "forces_ev_per_a": [[-0.1995, -0.0920, 0.0696], [-0.0076, 0.0511, -0.0004], [-0.0253, 0.0098, -0.0767], [-0.0529, -0.0310, -0.0233], [0.1209, -0.0560, -0.1510], [0.0372, -0.0341, 0.0310], [0.0969, 0.0777, 0.0732], [0.0758, -0.0889, -0.1364], [-0.0836, -0.0155, 0.1070], [-0.1578, 0.1029, -0.0311], [0.0186, 0.1213, -0.1041], [0.1370, -0.0298, 0.1033], [-0.0705, 0.0318, 0.1524], [-0.0247, -0.1473, -0.0608], [0.0491, 0.1231, 0.0319], [-0.0753, -0.0256, -0.1694], [0.1197, -0.0864, 0.0157], [0.0321, 0.1475, -0.0104], [-0.0307, -0.0055, 0.1972], [-0.1108, -0.0439, -0.0659], [0.1513, -0.0093, 0.0483]],
  "relative_energy_kj_mol": 109.0,
  "lumo_ev": 1.19,
  "total_energy_ha": -275.074730,
  "homo_ev": -10.099
}

---

{
  "formula": "C2FN3",
  "method": "ωB97M-V/def2-TZVPD",
  "species": ["F", "N", "N", "N", "C", "C"],
  "xyz": [[0.8692, -1.5468, 0.0364], [1.1975, 0.8957, 0.5843], [-2.2354, -0.2526, -0.0380], [0.9954, 0.9991, -0.6087], [-1.1157, -0.0765, -0.0104], [0.2890, -0.0189, 0.0363]],
  "forces_ev_per_a": [[-1.5491, 4.5674, -0.3571], [-0.1060, 0.3248, 1.8357], [-1.7417, -0.0148, -0.1497], [0.9576, -0.0087, -1.9758], [0.9050, -0.4435, 0.7341], [1.5343, -4.4251, -0.0872]],
  "relative_energy_kj_mol": 90.7,
  "lumo_ev": -1.21,
  "total_energy_ha": -340.210851,
  "homo_ev": -12.007
}

---

{
  "formula": "C17H31Cl8CuO7",
  "method": "ωB97M-V/def2-TZVPD",
  "species": ["Cu", "Cl", "Cl", "Cl", "Cl", "Cl", "Cl", "Cl", "Cl", "O", "O", "O", "O", "O", "O", "O", "C", "C", "C", "C", "C", "C", "C", "C", "C", "C", "C", "C", "C", "C", "C", "C", "C", "H", "H", "H", "H", "H", "H", "H", "H", "H", "H", "H", "H", "H", "H", "H", "H", "H", "H", "H", "H", "H", "H", "H", "H", "H", "H", "H", "H", "H", "H", "H"],
  "xyz": [[3.9744, -1.3088, -2.7836], [2.3204, -1.1980, 4.5889], [1.1656, 0.9066, 2.1521], [-3.4942, 1.8037, -1.8129], [-1.5541, 2.1010, -5.1373], [-4.0568, -0.8296, -3.7294], [1.5721, 2.0253, -5.6022], [-1.5774, -4.6748, 2.4954], [2.5468, -4.2349, 1.4657], [-2.7754, 0.0367, 4.8856], [-4.6101, -0.9583, 5.6560], [3.3229, 5.7389, -2.6183], [2.4256, 4.8651, -0.7511], [2.5601, 3.5725, -2.5190], [-3.7444, -1.4885, 3.6051], [1.8704, -1.0862, -2.2663], [-3.0899, -0.9051, -2.2781], [0.6692, 3.8681, 0.3967], [3.2381, 0.0018, 3.6065], [-2.6906, -1.1333, 1.4026], [1.8448, 2.8137, -1.6505], [-0.0489, -4.7917, 1.6005], [0.9458, -1.4065, -1.2814], [1.9466, 3.5778, -0.3422], [-2.5357, -1.2712, 2.9149], [-2.3647, 0.4317, -2.0256], [-0.7396, 0.5486, -5.3935], [1.0382, -3.9132, 2.2615], [2.7485, 0.0915, 2.1971], [0.6190, 0.7576, -4.7763], [-2.0185, -0.0197, 3.6299], [2.8144, 4.8304, -2.0234], [-3.8001, -0.8127, 4.7537], [0.4615, 3.0545, 1.0917], [0.5662, 1.0505, -3.7278], [-0.2382, -4.5648, 0.5513], [-3.7094, -1.3206, -1.4833], [-1.9964, 0.7894, 2.9000], [-1.6525, -0.9451, 1.1286], [1.4090, -1.8343, -0.3922], [0.8110, 2.7381, -1.9877], [-3.2980, -0.2804, 1.0999], [-0.6966, 0.3667, -6.4674], [-1.6761, 0.7343, -2.8145], [-1.2788, -0.3123, -4.9983], [1.2070, -4.0238, 3.3327], [3.4414, 0.5695, 1.5047], [0.7831, -2.8592, 2.1519], [0.1884, -2.1128, -1.6215], [-2.3055, -1.6530, -2.3946], [1.1840, -0.1745, -4.7676], [-1.9507, -2.1871, 2.9985], [-2.9719, -2.1082, 1.0043], [-0.1652, 3.8759, -0.3046], [0.4031, -0.5314, -0.9239], [2.5436, -0.8713, 1.7291], [2.6621, 3.0431, 0.2825], [0.5859, 4.7895, 0.9732], [3.1613, 1.0227, 3.9806], [0.2006, -5.8522, 1.6342], [-0.9616, -0.2772, 3.6988], [2.2013, 1.8031, -1.4508], [4.2881, -0.2162, 3.8021], [-1.7190, 0.3489, -1.1513]],
  "forces_ev_per_a": [[-1.3385, 0.0949, 0.4243], [0.0640, 0.5774, -0.2815], [-0.0504, 0.1302, -0.0669], [0.2271, -0.2531, 0.1888], [-1.0613, 0.0253, -0.0430], [-0.3256, -0.1225, -0.6475], [-0.0307, -0.3648, 0.0464], [-0.2857, 0.1402, 0.0615], [1.0595, -0.0094, -0.6040], [1.7221, 0.8044, -2.2015], [1.2654, 0.1004, -2.2585], [-0.6365, -1.2202, 0.3902], [0.5061, 0.0349, 0.3089], [1.7180, 1.2102, -2.0171], [-1.5275, -0.6476, 0.0031], [0.9514, -0.0349, -0.0108], [1.1203, 0.2468, 0.3503], [-1.2209, -1.0598, 0.3033], [0.4049, 0.5597, 0.7020], [0.4661, 0.0992, 1.0274], [-1.7044, -0.7504, 1.7037], [0.4452, -0.4184, 0.6380], [-0.1591, -0.0794, -0.3108], [-0.5627, 0.9442, 0.7462], [-0.6613, 0.2368, -0.5279], [-0.2588, -0.2304, 0.3691], [0.4597, 0.4302, -0.4195], [-1.2729, 0.2477, -0.0453], [0.0198, -1.2119, -0.9270], [0.6490, -0.8345, 0.2340], [1.2667, -1.7325, -0.6541], [0.6454, 0.2940, -0.6462], [-1.6633, -0.5455, 2.7001], [-0.0790, 0.1013, -0.0399], [-0.2792, 0.1144, -0.0964], [0.1556, 0.4014, 0.1744], [-0.0632, 0.7441, 0.2062], [-1.0080, 0.8502, 0.8116], [0.1447, 0.0873, -0.5804], [0.4153, -0.1351, 0.1435], [-0.2352, -0.0080, -0.0978], [-0.2061, -0.2412, -0.0987], [0.2449, 0.2139, 0.0164], [-0.4173, -0.3127, -0.3542], [-0.1292, 0.3152, 0.5224], [-0.4064, -0.5978, -0.1105], [-0.0030, 0.4627, 0.3654], [0.0022, 0.0558, -0.2545], [0.0045, -0.3028, -0.2068], [0.0948, -0.0626, -0.3525], [0.1672, 0.0517, -0.3102], [0.3329, 0.2792, 0.7390], [-0.2966, 0.2714, -0.2640], [-0.0674, 0.1283, -0.1270], [0.1284, 0.4876, 0.0315], [0.1908, -0.2138, 0.3160], [0.3501, 0.5549, 0.2682], [0.7071, 0.0479, -0.1834], [-0.5341, -0.1815, 0.6695], [0.3093, 0.1563, 0.0969], [0.1837, 0.5872, 1.3629], [0.4487, -0.0742, -0.7249], [-0.0153, -0.4403, -0.8002], [-0.3713, -0.0021, 0.3416]],
  "lumo_ev": [-0.16, -3.53],
  "total_energy_ha": -6514.875029,
  "spin_multiplicity": 3,
  "homo_ev": [-7.884, -10.429]
}

---

{
  "formula": "C4H9N2O",
  "method": "ωB97M-V/def2-TZVPD",
  "species": ["O", "N", "N", "C", "C", "C", "C", "H", "H", "H", "H", "H", "H", "H", "H", "H"],
  "xyz": [[-1.8016, 2.2835, 2.2011], [-2.6668, 1.1308, 0.3101], [-0.0084, 0.9177, 0.2436], [1.0997, -1.3489, -0.1633], [1.0393, 1.4142, 0.7668], [-2.2660, 1.8504, 1.2670], [0.0240, -0.3978, -0.4723], [0.7473, -2.3340, -0.1708], [-3.6708, 1.1895, -0.1762], [-2.0458, 0.3677, 0.0270], [-0.8643, -0.7873, 0.1001], [1.9511, -1.2900, -0.8230], [2.0094, 1.0005, 0.6657], [-0.2512, -0.2786, -1.5795], [0.9464, 2.2595, 1.5379], [1.4868, -1.1134, 0.8105]],
  "forces_ev_per_a": [[-0.5729, 0.8115, -0.2343], [-4.0266, 0.1541, -1.9491], [1.3053, 0.5597, 0.0543], [1.6870, 0.8999, -0.1458], [-1.5378, 0.7615, 1.2722], [1.1759, -1.1820, 0.4118], [-2.5688, 1.2757, -0.0185], [-0.5092, -1.4713, -0.0428], [2.8139, 0.1183, 1.6787], [0.1906, 0.2832, -0.0980], [0.2086, -0.6096, -1.0613], [0.2249, 0.0657, -0.4125], [1.0196, -0.4202, -0.2375], [0.4168, -0.0714, 1.6065], [0.0451, -0.9584, -1.5185], [0.1275, -0.2166, 0.6950]],
  "relative_energy_kj_mol": 370.3,
  "lumo_ev": -5.06,
  "total_charge": 1,
  "total_energy_ha": -342.216241,
  "homo_ev": -14.156
}

---

{
  "formula": "C24H39N3O2P",
  "method": "ωB97M-V/def2-TZVPD",
  "species": ["P", "O", "O", "N", "N", "N", "C", "C", "C", "C", "C", "C", "C", "C", "C", "C", "C", "C", "C", "C", "C", "C", "C", "C", "C", "C", "C", "C", "C", "C", "H", "H", "H", "H", "H", "H", "H", "H", "H", "H", "H", "H", "H", "H", "H", "H", "H", "H", "H", "H", "H", "H", "H", "H", "H", "H", "H", "H", "H", "H", "H", "H", "H", "H", "H", "H", "H", "H", "H"],
  "xyz": [[1.3846, 1.6809, -0.3417], [-2.3767, -2.7273, 0.2243], [-2.1421, -2.7390, 2.4541], [-0.1325, 6.2211, 0.7662], [-4.6140, 2.2174, 0.6320], [-0.9121, 1.9168, 1.1832], [0.4551, -1.4367, -0.0241], [-0.0835, 1.0004, 0.5766], [0.1436, -3.8494, -2.9030], [-2.0660, 1.5496, 1.7826], [0.8390, -2.5890, 0.9289], [-0.5707, 3.3573, 1.1850], [-2.0823, -2.1674, 1.2206], [2.1066, -3.7184, -4.8603], [2.2374, -4.6110, -3.8051], [3.3377, -2.5391, 0.2731], [-1.6012, -0.7477, 1.2090], [-2.4070, 0.1989, 1.8051], [-1.2523, 4.0696, 0.0013], [-4.4622, 2.2692, 2.0769], [1.2782, 1.0369, -2.0571], [2.2929, -2.6551, 1.4037], [0.9972, -2.8868, -4.9342], [2.5350, -1.6969, 2.5854], [1.2554, -4.6775, -2.8261], [-0.4864, 5.3515, -0.3573], [2.9319, 1.1008, 0.4480], [-0.3961, -0.3619, 0.5980], [-2.9926, 2.5441, 2.4399], [0.0162, -2.9507, -3.9539], [2.3504, -2.2418, 3.5096], [-0.8570, 6.2123, 1.4722], [2.8690, -3.6719, -5.6267], [2.8028, 0.8887, 1.5019], [0.8963, -2.1913, -5.7573], [-4.8634, 1.4089, 2.6160], [2.4167, -3.6511, 1.8220], [1.8404, -0.8584, 2.5903], [-0.1739, -1.8835, -0.7940], [4.0551, -1.7602, 0.5128], [3.6290, 1.9292, 0.3686], [3.3569, 0.2614, -0.0951], [-4.3997, 1.3097, 0.2427], [-0.8496, -2.3022, -4.0105], [0.4261, 0.3606, -2.1351], [-0.8301, 3.7904, 2.1409], [3.9160, -3.4562, 0.2008], [1.0938, 1.8590, -2.7366], [1.2998, -1.0177, -0.5559], [-1.1569, 3.3816, -0.8378], [-0.6264, -3.9052, -2.1415], [0.7378, 5.9462, 1.1998], [3.5693, -1.3707, 2.6379], [-1.1013, 5.9312, -1.0445], [2.1568, 0.4691, -2.3507], [0.2225, -2.5877, 1.8253], [-3.3131, -0.1144, 2.2981], [-5.0130, 3.1397, 2.4220], [-3.0659, -2.8576, 2.7161], [1.3558, -5.3758, -2.0046], [-2.8069, 3.5570, 2.1191], [0.4903, 3.4971, 1.0507], [3.1038, -5.2569, -3.7471], [0.6274, -3.5257, 0.4157], [2.9023, -2.3824, -0.7105], [-2.3005, 4.2696, 0.1987], [-5.5436, 2.4764, 0.3368], [-2.8668, 2.4722, 3.5203], [0.4166, 5.0896, -0.9015]],
  "forces_ev_per_a": [[0.0073, 1.7995, -0.1499], [-0.3857, -0.4255, -0.9632], [-0.2267, 0.6667, 0.3532], [-0.0468, -0.2966, -0.1162], [0.1508, 0.0347, -0.0645], [-0.1243, -0.3328, 0.3260], [-0.3966, -0.0389, 0.0380], [0.3740, -0.8674, -0.1821], [-0.0142, 0.0465, 0.1050], [-0.0980, -0.2623, 0.0863], [0.3841, -0.2569, -0.1938], [-0.2573, 0.7235, -0.5611], [0.2899, 0.0322, 0.4208], [0.0033, 0.0125, 0.0121], [0.0181, 0.0084, 0.0092], [-0.0499, -0.2030, 0.3332], [0.2719, 0.5095, 0.4225], [0.4081, 0.1289, -0.2138], [0.8516, -0.1392, 0.2855], [0.0759, 0.2811, -0.1035], [-0.5404, -0.7697, 0.3917], [0.2298, 0.1629, 0.0704], [0.0170, 0.0260, 0.0128], [-0.1275, -0.5170, 0.0851], [0.0156, 0.0319, 0.0291], [-0.3104, 0.2565, 0.1543], [-0.1331, -0.1932, -0.4338], [-0.1734, 0.2696, 0.1083], [-0.2944, -0.3743, -0.2265], [0.0136, 0.0389, 0.0260], [-0.1033, 0.0568, 0.1471], [0.0006, 0.2180, 0.0480], [0.0009, -0.0026, -0.0032], [-0.0510, -0.2101, 0.0964], [-0.0051, -0.0089, -0.0105], [0.0006, -0.1358, 0.0252], [-0.0983, -0.1666, -0.0047], [0.1491, 0.2816, -0.1195], [0.0080, 0.0425, -0.2140], [0.0495, 0.2013, -0.2468], [0.0587, 0.1216, -0.0341], [0.0252, -0.2605, 0.2527], [-0.0659, -0.0479, -0.0097], [-0.0242, -0.0288, -0.0232], [-0.0126, -0.0688, -0.1390], [-0.0999, -0.1493, 0.1854], [0.0324, -0.1243, -0.0338], [0.1969, 0.1685, -0.0636], [0.2284, 0.0265, 0.1861], [-0.3498, 0.0140, -0.2360], [-0.0276, -0.0309, -0.0268], [0.0097, 0.0185, 0.0536], [0.0481, 0.2796, -0.0566], [-0.0431, -0.0175, -0.1205], [0.1761, 0.0584, -0.0293], [-0.1609, 0.0200, 0.0764], [-0.1345, 0.1289, 0.0878], [-0.1462, -0.0104, 0.1602], [0.0650, -0.4860, -0.0444], [-0.0108, -0.0228, -0.0147], [0.2326, 0.1004, 0.0369], [0.2066, -0.3823, 0.1189], [-0.0042, -0.0108, -0.0094], [-0.1124, -0.0488, -0.0862], [-0.0112, 0.1704, -0.1088], [-0.1898, -0.0864, -0.0607], [-0.0510, -0.0381, 0.0000], [0.0922, 0.0985, 0.1196], [0.1887, -0.0200, 0.0404]],
  "lumo_ev": -3.86,
  "total_charge": 1,
  "total_energy_ha": -1593.759107,
  "homo_ev": -11.336
}